A structure of composition C48H48IrN4PS in a non-equilibrium geometry, computed with ωB97M-V/def2-TZVPD.

Summary:
Lowest unoccupied orbital energy: -6.7 eV
DFT total energy: -2920.35509 hartree
Net charge: +2

Structure (XYZ):
```
103
Properties=species:S:1:pos:R:3:forces:R:3
Ir -0.053093 -0.399109 -0.140817 1.39 -0.27 2.27
C 1.596026 0.302549 -3.130959 -0.06 -0.15 -0.04
C 1.097703 -1.107940 -3.172290 0.03 0.18 0.19
C 1.388757 -1.901431 -4.301601 0.02 -0.15 0.00
C 0.871419 -3.157775 -4.399337 0.05 0.14 0.00
C 0.035495 -3.647616 -3.373632 0.02 0.08 0.15
C -0.544922 -4.929334 -3.423297 -0.06 -0.15 0.00
C -1.343158 -5.364745 -2.399806 0.06 -0.01 -0.16
C -1.596984 -4.530278 -1.304912 0.07 0.28 0.15
C -1.049112 -3.265611 -1.232244 0.16 -0.26 -0.23
S -1.449179 -2.288797 0.149890 0.68 1.48 0.47
C -0.201277 -2.804400 -2.261336 -0.23 -0.41 -0.04
N 0.357558 -1.561248 -2.177560 -0.59 0.97 0.80
H 2.595493 0.368271 -3.557405 0.04 0.01 0.04
H 1.605666 0.683163 -2.113333 0.02 0.06 -0.06
H 0.943879 0.936646 -3.738474 0.04 0.03 0.06
H 2.027118 -1.492266 -5.072532 -0.01 0.00 0.00
H 1.084667 -3.784383 -5.256593 0.00 0.01 -0.01
H -0.349934 -5.559305 -4.281839 0.02 0.00 0.02
H -1.784194 -6.351576 -2.429646 -0.01 0.01 -0.01
H -2.231209 -4.872174 -0.495796 -0.01 -0.04 -0.03
C 1.973054 -4.292105 0.184861 0.04 0.06 -0.04
C 2.832541 -3.479501 -0.744684 -0.20 0.25 0.06
C 3.618689 -4.115886 -1.698216 0.02 -0.02 -0.02
C 4.538337 -3.413324 -2.458918 0.02 -0.06 -0.03
C 4.708490 -2.055037 -2.253492 0.00 0.03 -0.02
C 3.928929 -1.377048 -1.326655 -0.24 0.14 0.10
C 4.216311 0.066404 -1.002072 0.03 -0.07 -0.03
C 2.957127 -2.090032 -0.613379 0.47 -0.28 -0.62
N 2.152237 -1.361966 0.314727 -0.97 -0.33 -0.65
C 2.531182 -1.338760 1.526379 0.30 -0.24 -0.05
C 3.754271 -2.029980 2.034789 0.10 0.06 0.09
C 1.717322 -0.542112 2.465063 -0.17 0.01 0.25
C 2.179392 -0.438933 3.879898 -0.05 0.03 0.18
N 0.660013 0.032288 2.026007 -0.96 -0.41 -1.67
C -0.021578 0.859265 2.966646 -0.49 0.69 0.52
C 0.507820 2.120283 3.269620 0.01 -0.16 -0.25
C 1.713808 2.697884 2.570746 -0.07 -0.03 0.07
C -0.071038 2.840741 4.306729 0.01 0.06 0.01
C -1.116647 2.317903 5.043475 -0.02 0.10 0.00
C -1.618286 1.064854 4.734043 -0.11 0.02 -0.03
C -1.094059 0.320715 3.688622 0.15 -0.08 -0.11
C -1.622983 -1.051967 3.392768 -0.01 0.08 0.00
H 1.554848 -5.156522 -0.327280 -0.06 0.00 -0.01
H 1.161665 -3.712434 0.620682 -0.12 -0.02 -0.02
H 2.591136 -4.672137 1.003781 -0.05 -0.03 0.00
H 3.527766 -5.189376 -1.814811 -0.01 0.01 -0.01
H 5.151989 -3.933424 -3.182846 -0.02 0.01 0.00
H 5.475751 -1.512469 -2.792898 -0.02 -0.01 -0.03
H 4.628361 0.588265 -1.864377 -0.01 0.02 0.00
H 4.965852 0.116125 -0.207261 -0.02 0.08 0.02
H 3.330901 0.600691 -0.653748 0.02 0.04 -0.04
H 4.320973 -2.472801 1.221525 0.02 0.02 0.07
H 3.474636 -2.820872 2.734543 -0.03 0.02 0.01
H 4.390212 -1.330237 2.578392 0.00 -0.02 0.02
H 2.387168 -1.433035 4.276497 0.06 -0.03 -0.06
H 1.436663 0.044012 4.507496 0.12 -0.07 0.03
H 3.107923 0.133636 3.939694 0.02 0.00 -0.04
H 2.105409 2.039057 1.797608 0.07 0.08 0.03
H 2.510450 2.887548 3.291671 0.02 0.01 -0.01
H 1.462692 3.653206 2.106928 0.04 -0.02 -0.02
H 0.344388 3.808953 4.560070 -0.04 0.01 0.00
H -1.528192 2.881226 5.870322 -0.02 -0.01 0.00
H -2.421915 0.642045 5.323577 -0.02 0.01 -0.01
H -2.319772 -1.362333 4.168708 -0.01 -0.02 -0.03
H -0.826599 -1.795341 3.333120 -0.03 -0.04 -0.03
H -2.153016 -1.065109 2.437028 -0.01 -0.05 0.00
N -1.645341 0.395288 -2.712979 -0.18 0.26 0.00
C -2.969995 0.638608 -2.295757 0.10 0.17 0.04
C -4.041961 0.276927 -3.099153 -0.14 0.05 0.05
C -5.325878 0.654987 -2.749295 -0.03 -0.09 -0.06
C -5.541431 1.410059 -1.609152 -0.09 0.10 0.14
C -4.486179 1.714193 -0.766770 -0.08 -0.04 -0.08
C -3.189104 1.292509 -1.066343 0.38 -0.33 -0.12
P -1.782766 1.485158 0.102024 -0.31 -0.71 -2.05
C -0.726332 2.747426 -0.673054 0.26 -0.25 0.30
C 0.654107 2.565703 -0.588958 -0.29 -0.09 0.00
C 1.527471 3.466278 -1.176370 0.10 -0.02 -0.03
C 1.014477 4.567419 -1.847564 0.03 -0.04 0.05
C -0.360394 4.754508 -1.939707 -0.02 0.02 -0.05
C -1.233822 3.845158 -1.363083 -0.04 -0.03 0.00
C -2.673147 2.328907 1.439926 0.45 -0.60 0.60
C -2.433944 3.658573 1.766663 0.11 -0.03 -0.15
C -3.296819 4.319807 2.629515 -0.04 0.04 0.02
C -4.381320 3.653890 3.179453 0.05 0.04 -0.02
C -4.592012 2.310486 2.894159 -0.02 -0.08 0.10
C -3.736492 1.644522 2.036090 0.19 -0.05 0.19
H -1.619968 -0.134220 -3.575143 0.01 -0.01 -0.02
H -1.157235 1.274657 -2.854988 0.06 -0.10 0.03
H -3.868297 -0.266056 -4.020797 0.05 0.04 -0.01
H -6.158501 0.386640 -3.385419 0.00 0.00 -0.02
H -6.537130 1.750759 -1.360723 0.00 -0.01 0.00
H -4.682523 2.266290 0.140036 -0.10 0.02 -0.24
H 1.042946 1.711780 -0.020177 0.12 0.11 0.00
H 2.597986 3.318050 -1.109293 0.00 0.01 0.01
H 1.689774 5.282751 -2.297309 -0.02 0.01 -0.01
H -0.751500 5.613448 -2.468409 -0.01 0.00 0.00
H -2.305407 3.983161 -1.447299 0.00 0.01 0.00
H -1.605731 4.192562 1.319386 0.02 0.01 0.05
H -3.127975 5.363430 2.859749 0.01 -0.01 -0.01
H -5.067969 4.184612 3.825566 0.02 -0.02 0.03
H -5.432815 1.789823 3.333570 0.01 -0.02 -0.02
H -3.919712 0.606901 1.779747 -0.03 0.00 0.06
```
Positions in Å, forces in eV/Å.

These are the Mulliken partial charges, in e, on atoms 1 to 5: atom 1 (Ir): 3.531, atom 2 (C): -0.894, atom 3 (C): 0.747, atom 4 (C): -1.274, atom 5 (C): -1.105

=====

A structure of composition C48H50F3LuN6O7S3 in a non-equilibrium geometry, computed with ωB97M-V/def2-TZVPD.

Summary:
Lowest unoccupied orbital energy: 3.2 eV
DFT total energy: -5444.21407 hartree
Net charge: -2

Structure (XYZ):
```
118
Properties=species:S:1:pos:R:3:forces:R:3
Lu -0.887218 -1.241778 -0.342959 0.44 0.33 -0.28
C -1.117721 -4.555990 2.475932 0.19 -0.08 0.24
C 0.333633 -4.350296 2.953463 -0.10 0.39 -1.18
C 0.642456 -3.152633 3.844878 1.28 0.70 -0.17
C 1.328840 -4.454344 1.789359 0.49 -1.35 -0.83
C 2.007566 -5.699541 1.674498 0.55 1.08 -0.48
C 3.130410 -5.771380 0.833658 -0.20 -2.86 0.82
C 3.567110 -4.782327 0.020854 -2.51 3.06 -0.46
C 2.754202 -3.582158 -0.080152 0.36 -0.93 -0.23
C 3.079058 -2.496401 -1.201371 -1.02 -1.11 0.96
C 3.141865 -3.113860 -2.629748 -0.35 0.07 1.53
C 4.330755 -1.694420 -0.916327 2.12 0.06 -0.40
C 1.626504 -3.441097 0.805820 0.31 -1.28 0.17
N 0.902398 -2.225994 0.833104 1.07 0.53 0.15
C 1.901373 -1.256754 1.109713 -1.92 3.65 -2.16
C 1.731501 0.067853 0.576529 0.79 -0.27 0.87
N 0.672408 0.478021 -0.290439 0.87 -2.93 1.47
C 0.575150 1.824022 -0.460683 -0.21 3.43 -0.27
C -0.041156 2.670198 0.503705 0.26 -1.69 0.91
C -0.154804 4.020239 0.354086 0.63 1.19 -0.88
C 0.378409 4.684510 -0.754476 0.16 0.61 -0.28
C 1.005937 3.894663 -1.738176 -1.40 0.78 0.63
C 1.053010 2.506259 -1.607172 0.83 -0.97 -0.34
C 1.697086 1.678450 -2.729153 -1.19 0.12 1.42
C 0.903623 1.928869 -3.992653 -1.73 0.59 0.05
C 3.170416 1.942806 -2.828596 0.38 -0.34 0.13
C -0.512160 2.055096 1.825101 1.13 0.66 -0.79
C -1.908623 2.445526 2.146915 -2.16 -1.45 1.13
C 0.418442 2.427248 2.963284 0.82 -1.48 1.20
C 2.943348 0.921294 1.086186 -2.43 -1.03 -1.26
C 3.345440 2.218698 1.061214 -0.32 0.96 0.00
C 4.545177 2.616483 1.693654 0.73 -1.55 1.23
C 5.239312 1.687227 2.471137 2.05 0.11 -0.56
C 4.839820 0.302998 2.507973 0.16 1.86 -0.37
C 5.536956 -0.699140 3.187532 -0.73 -2.73 0.30
C 4.985480 -2.019065 3.222244 2.44 2.58 0.15
C 3.787047 -2.270222 2.549361 0.54 -0.62 0.13
C 3.189840 -1.300206 1.781174 -1.33 -0.82 1.09
C 3.714451 -0.007183 1.768075 1.26 -0.48 1.31
H -1.834601 -4.316127 3.312620 0.49 -0.38 -0.88
H -1.231466 -5.622476 2.105307 -0.09 1.37 0.42
H -1.260907 -3.869943 1.633575 -0.48 -0.24 0.19
H 0.579438 -5.189311 3.553704 0.12 -0.98 0.66
H 0.955892 -2.243485 3.300579 -0.06 -0.48 -0.08
H 1.542850 -3.420584 4.463432 -0.99 0.40 -0.21
H -0.187022 -2.811967 4.444859 -0.34 -0.35 0.62
H 1.753016 -6.655320 2.179369 -0.12 1.12 0.11
H 3.607789 -6.782327 0.791332 -0.13 0.97 -0.01
H 4.343294 -4.916540 -0.682427 0.94 -0.16 -0.46
H 2.176898 -1.867900 -1.206536 0.56 0.09 -0.02
H 4.043027 -3.664348 -2.794262 0.84 -0.39 -0.05
H 3.069178 -2.316368 -3.348445 -0.13 0.18 -0.35
H 2.320182 -3.811356 -2.713506 -0.34 -0.05 -0.36
H 5.232718 -2.322794 -0.691502 -0.88 -0.09 0.24
H 4.374279 -0.879071 -0.178907 -0.56 -0.58 -0.43
H 4.695050 -1.266126 -1.849091 -0.34 0.44 -0.35
H -0.611438 4.591748 1.132143 -0.33 0.31 0.45
H 0.307097 5.825862 -0.843252 0.10 -1.88 0.04
H 1.245359 4.403467 -2.668105 0.49 -0.32 0.04
H 1.551966 0.650434 -2.473857 -0.10 -0.63 0.29
H 1.183590 2.866156 -4.437604 0.23 0.69 -0.31
H -0.224674 2.038221 -3.767700 1.72 -0.41 -0.27
H 1.009842 1.174660 -4.750829 0.16 -0.51 -0.19
H 3.255970 2.974967 -2.988838 0.38 1.74 -1.25
H 3.552698 1.327631 -3.640827 0.51 0.23 -0.03
H 3.806867 1.905509 -1.929548 -0.63 -1.06 0.06
H -0.385344 1.001405 1.713833 -0.35 -0.58 -0.16
H -1.942860 3.342839 2.743080 -0.01 0.70 -0.05
H -2.394314 1.676511 2.869174 0.66 1.11 -1.34
H -2.544085 2.570844 1.248517 0.18 -0.16 0.57
H 0.201598 3.394143 3.380782 0.40 1.05 -0.43
H 1.507694 2.239166 2.672453 -1.58 0.50 0.81
H 0.134526 1.816755 3.878846 0.59 0.03 -1.02
H 2.752346 3.051362 0.703269 -0.23 -0.32 -0.57
H 4.854836 3.640166 1.564353 0.23 0.12 0.23
H 6.301562 1.836101 2.893583 -1.89 0.43 -0.47
H 6.502525 -0.541143 3.641555 0.07 0.32 0.15
H 5.660224 -2.762564 3.714908 -1.24 0.30 -0.45
H 3.438625 -3.277056 2.625105 -0.54 -0.36 -0.21
C -2.424944 -1.103177 3.006807 0.91 0.19 0.31
O -1.455115 -0.987719 1.947665 0.57 -0.30 0.60
H -2.982776 -0.193377 3.012188 -0.34 0.62 0.25
H -1.951652 -1.288752 3.997969 -0.16 0.27 -0.81
H -3.095762 -1.891779 2.794315 -0.62 -1.07 -0.32
H -0.577237 -1.250908 2.293982 -0.22 -0.13 -0.29
O -10.135137 4.024002 -2.309401 -0.94 0.86 -1.24
S -9.525893 3.868305 -1.031441 1.78 0.76 3.19
O -9.461625 2.491135 -0.605710 -0.18 -0.50 0.45
O -9.834882 4.842903 0.063844 -0.06 -1.29 -1.95
C -7.742231 4.283866 -1.361903 -2.13 1.75 -0.61
N -7.637557 5.475042 -2.040014 0.37 -1.59 0.47
C -6.429877 5.687053 -2.507535 -0.07 -0.63 0.29
C -5.365219 4.803364 -2.372097 -0.09 -1.94 1.93
C -5.552262 3.642348 -1.555118 -2.43 2.51 0.16
N -6.792171 3.482390 -1.003718 1.39 -1.05 -0.73
C -4.584518 2.613018 -1.185775 -0.90 -1.15 -0.06
C -4.995064 1.394229 -0.559871 0.15 2.47 -0.95
C -4.024460 0.475348 -0.330695 -0.01 -1.31 0.97
N -2.770840 0.560793 -0.775684 0.98 0.61 -0.25
C -2.436514 1.692746 -1.434286 0.51 -0.84 0.63
C -3.288774 2.749041 -1.588260 0.09 -0.37 0.22
H -6.329455 6.588085 -3.048121 0.46 1.02 -0.56
H -4.385482 5.067773 -2.651650 0.89 0.26 -0.87
H -6.031226 1.300857 -0.296309 -0.19 -0.22 0.26
H -4.264166 -0.390983 0.299262 0.13 0.11 -0.48
H -1.426511 1.806798 -1.784559 0.15 -0.37 -0.09
H -2.945205 3.664290 -1.996255 0.39 0.56 -0.49
S -3.161008 -2.794291 -0.434916 0.00 0.02 -0.16
C -2.463681 -4.301751 -0.726821 -0.56 1.75 0.48
N -1.942996 -5.312358 -0.841694 0.68 -1.70 -0.37
F -0.402308 -3.795663 -4.522187 -0.53 0.63 -0.36
C -1.069542 -2.610301 -4.474589 0.02 -0.99 0.41
F -1.099276 -2.063356 -5.683269 0.15 -0.02 -0.10
F -2.317345 -2.834586 -4.088258 -0.23 -0.21 -0.01
S -0.196912 -1.585693 -3.265228 1.43 2.04 -2.99
O -1.066393 -0.500010 -2.882930 -0.79 0.88 0.20
O 0.997210 -1.245303 -4.007095 -0.68 -0.24 0.56
O -0.032761 -2.410191 -2.119322 0.54 -2.34 2.45
```
Positions in Å, forces in eV/Å.

These are the Mulliken partial charges, in e, on atoms 1 to 5: atom 1 (Lu): 1.274, atom 2 (C): -0.523, atom 3 (C): 0.158, atom 4 (C): -1.061, atom 5 (C): 0.221